Entry 1:
63
Properties=species:S:1:pos:R:3 method="wB97M-V/def2-TZVPD" charge=+1 homo_lumo_gap_ev="6.243 / 5.443"
C -2.713 -2.728 1.523
C -2.734 -1.358 1.134
C -2.181 -1.259 -0.172
H -3.061 -0.510 1.755
C -1.707 -2.568 -0.540
C -2.107 -3.472 0.479
H -1.848 -4.531 0.507
H -3.013 -3.103 2.495
H -2.057 -0.330 -0.768
H -1.079 -2.797 -1.421
In 0.847 -0.175 0.320
C 2.059 -1.623 -1.704
H 1.489 -2.441 -1.052
H 3.122 -1.776 -1.495
H 1.799 -1.648 -2.730
Si 0.315 1.414 -1.587
C 0.702 2.981 -0.686
C -0.333 3.888 -0.442
H -1.358 3.629 -0.695
C -0.063 5.169 0.057
H -0.885 5.886 0.095
C 1.232 5.502 0.465
H 1.423 6.537 0.740
C 2.273 4.577 0.269
H 3.296 4.848 0.507
C 2.005 3.307 -0.260
H 2.804 2.582 -0.444
C 0.568 1.750 -3.449
C 0.286 3.022 -4.001
H 0.005 3.826 -3.312
C 0.332 3.198 -5.397
H 0.088 4.172 -5.831
C 0.694 2.134 -6.243
H 0.687 2.282 -7.338
C 0.980 0.879 -5.686
H 1.246 0.056 -6.357
C 0.893 0.672 -4.286
H 1.101 -0.297 -3.811
H -1.206 1.380 -1.724
H 1.615 -0.180 -1.598
C 0.458 -5.841 2.403
C 0.947 -5.338 1.189
C 1.202 -3.975 1.063
C 0.914 -3.118 2.144
C 0.552 -3.652 3.391
C 0.250 -5.006 3.505
N 0.863 -1.724 1.969
N 0.712 -1.029 3.071
C -0.186 0.031 3.050
C -0.917 0.278 4.239
C -1.965 1.184 4.184
C -2.187 1.895 2.996
C -1.427 1.600 1.859
N -0.421 0.687 1.893
H 0.279 -6.904 2.524
H 1.130 -6.015 0.355
H 1.601 -3.481 0.169
H 0.465 -2.963 4.233
H -0.141 -5.416 4.438
H -0.494 -0.238 5.125
H -2.547 1.381 5.079
H -2.996 2.622 2.900
H -1.610 2.126 0.904

Entry 2:
68
Properties=species:S:1:pos:R:3 method="wB97M-V/def2-TZVPD" homo_lumo_gap_ev=7.977 smiles="CCOc1ccc(/C=C2/Sc3ccc(C(=O)N4CCN(C(=O)c5ccco5)CC4)cc3N(C)C2=O)cc1OC" de_lowest_kcal_mol=15.97
C -5.460 -4.991 0.363
C -6.311 -4.044 1.206
O -6.842 -2.975 0.453
C -6.055 -1.920 0.125
C -4.740 -1.725 0.518
C -4.046 -0.586 0.147
C -4.649 0.386 -0.637
C -3.961 1.586 -1.073
C -3.015 2.265 -0.407
S -2.293 3.694 -1.164
C -0.624 3.404 -0.679
C 0.392 3.933 -1.462
C 1.715 3.721 -1.132
C 2.028 2.931 -0.033
C 3.460 2.748 0.357
O 4.173 3.701 0.607
N 3.900 1.467 0.470
C 5.280 1.229 0.843
C 6.071 0.731 -0.372
N 5.426 -0.444 -0.906
C 5.924 -1.704 -0.978
O 5.298 -2.617 -1.482
C 7.274 -1.932 -0.399
C 7.808 -1.667 0.837
C 9.082 -2.276 0.856
C 9.228 -2.866 -0.363
O 8.141 -2.672 -1.117
C 4.058 -0.197 -1.306
C 3.254 0.306 -0.098
C 1.012 2.417 0.763
C -0.328 2.664 0.473
N -1.328 2.242 1.350
C -0.975 2.004 2.736
C -2.646 2.059 1.011
O -3.478 1.767 1.849
C -5.965 0.177 -1.072
C -6.675 -0.942 -0.692
O -7.961 -1.213 -1.047
C -8.650 -0.271 -1.830
H -5.126 -5.826 0.973
H -6.050 -5.372 -0.467
H -4.591 -4.478 -0.041
H -7.192 -4.575 1.579
H -5.744 -3.670 2.068
H -4.237 -2.458 1.128
H -3.019 -0.474 0.456
H -4.250 1.966 -2.047
H 0.126 4.522 -2.325
H 2.506 4.155 -1.724
H 5.303 0.477 1.638
H 5.692 2.171 1.211
H 7.102 0.512 -0.103
H 6.063 1.514 -1.140
H 7.347 -1.130 1.642
H 9.785 -2.273 1.663
H 10.032 -3.427 -0.795
H 3.643 -1.133 -1.684
H 4.040 0.558 -2.099
H 3.214 -0.483 0.661
H 2.240 0.555 -0.410
H 1.277 1.831 1.629
H -0.320 2.796 3.097
H -1.902 2.003 3.309
H -0.489 1.034 2.860
H -6.425 0.932 -1.691
H -8.720 0.699 -1.325
H -8.178 -0.136 -2.809
H -9.650 -0.678 -1.967

Entry 3:
70
Properties=species:S:1:pos:R:3 method="wB97M-V/def2-TZVPD" charge=+3 s2=8.758 homo_lumo_gap_ev="6.599 / 7.200" de_lowest_kcal_mol=13.60 spin_multiplicity=6
Sm 0.165 0.172 0.078
C 3.824 1.004 2.845
C 2.549 0.744 2.338
N 2.210 0.955 1.068
C 3.160 1.433 0.216
C 4.480 1.715 0.642
C 4.793 1.486 1.996
C 5.433 2.231 -0.286
C 5.091 2.453 -1.580
C 3.774 2.176 -2.052
C 3.394 2.417 -3.384
C 2.099 2.155 -3.771
C 1.206 1.631 -2.837
N 1.522 1.382 -1.567
C 2.796 1.661 -1.164
H 4.033 0.824 3.889
H 1.770 0.338 2.983
H 5.792 1.689 2.353
H 6.426 2.455 0.074
H 5.808 2.854 -2.279
H 4.118 2.803 -4.085
H 1.772 2.352 -4.778
H 0.181 1.409 -3.133
O 0.837 -1.742 -0.835
C 1.056 -2.160 0.334
O 0.561 -1.596 1.326
H 1.685 -3.057 0.468
N -5.754 1.465 9.342
C -5.177 1.440 8.356
C -4.490 1.452 7.113
C -3.747 0.352 6.681
C -3.114 0.387 5.453
C -3.226 1.516 4.641
C -3.958 2.619 5.083
C -4.582 2.590 6.312
N -2.624 1.553 3.358
C -2.567 2.649 2.544
C -1.954 2.261 1.392
N -1.620 0.923 1.479
C -2.046 0.544 2.690
H -3.671 -0.524 7.308
H -2.536 -0.469 5.142
H -4.065 3.502 4.478
H -5.150 3.443 6.652
H -2.935 3.613 2.830
H -1.764 2.849 0.507
H -1.948 -0.457 3.072
C -3.518 -2.706 -3.920
N -2.206 -3.219 -3.321
C -2.565 -4.003 -2.056
N -3.332 -3.210 -1.171
C -4.556 -2.737 -1.804
N -4.217 -1.938 -2.966
C -3.632 -0.663 -2.643
P -1.972 -0.870 -1.772
C -1.278 -2.106 -3.022
C -2.588 -2.151 -0.532
H -4.116 -3.581 -4.190
H -3.298 -2.128 -4.822
H -1.761 -3.855 -3.990
H -1.638 -4.333 -1.578
H -3.147 -4.876 -2.365
H -5.139 -2.146 -1.098
H -5.165 -3.591 -2.109
H -4.317 -0.111 -1.994
H -3.507 -0.074 -3.556
H -0.338 -2.506 -2.625
H -1.042 -1.569 -3.948
H -3.238 -1.649 0.196
H -1.734 -2.581 0.010

Entry 4:
73
Properties=species:S:1:pos:R:3 method="wB97M-V/def2-TZVPD" charge=-2 homo_lumo_gap_ev=5.086 de_lowest_kcal_mol=26.83
Bi -1.567 -1.187 -0.554
C -3.161 6.051 2.069
C -1.687 5.950 1.654
C -0.840 6.616 2.744
C -1.457 6.724 0.348
C -1.328 4.489 1.429
C -2.047 3.742 0.507
C -1.680 2.445 0.244
Br -2.704 1.448 -1.056
C -0.581 1.770 0.832
O -0.234 0.607 0.434
C 0.083 2.522 1.849
C -0.295 3.834 2.088
C 1.231 1.977 2.703
C 0.849 2.089 4.191
C 2.495 2.815 2.436
C 1.565 0.508 2.437
H -3.437 7.088 2.256
H -3.330 5.476 2.976
H -3.813 5.657 1.296
H -1.154 7.654 2.859
H 0.214 6.609 2.476
H -0.966 6.113 3.699
H -1.722 7.774 0.474
H -2.051 6.311 -0.462
H -0.409 6.664 0.061
H -2.891 4.151 -0.027
H 0.261 4.370 2.841
H 0.676 3.120 4.490
H 1.646 1.684 4.815
H -0.059 1.522 4.382
H 2.332 3.867 2.662
H 2.780 2.734 1.389
H 3.323 2.460 3.050
H 0.702 -0.120 2.634
H 2.379 0.189 3.092
H 1.865 0.355 1.405
O -1.379 -0.711 -5.007
C -1.211 -1.073 -3.847
O -1.299 -0.344 -2.824
C -0.744 -2.524 -3.651
C -0.198 -3.154 -4.793
C 0.425 -4.359 -4.658
C 0.450 -4.977 -3.389
C 1.129 -6.180 -3.130
C 1.087 -6.746 -1.885
C 0.329 -6.155 -0.867
C -0.338 -4.978 -1.080
C -0.254 -4.336 -2.331
N -0.785 -3.104 -2.478
H -0.284 -2.628 -5.731
H 0.901 -4.854 -5.497
H 1.682 -6.642 -3.938
H 1.627 -7.663 -1.692
H 0.271 -6.627 0.101
H -0.974 -4.561 -0.311
S -3.113 -4.594 0.937
As -4.037 -2.711 0.676
S -2.818 -1.118 1.666
S -3.784 -1.970 -1.421
S -6.026 -2.865 1.340
O 4.485 -5.036 -1.806
C 3.527 -4.101 -1.579
C 3.210 -3.121 -2.523
C 2.221 -2.205 -2.209
N 1.582 -2.206 -1.055
C 1.895 -3.128 -0.172
Br 0.967 -3.050 1.469
C 2.864 -4.104 -0.362
H 4.862 -4.894 -2.684
H 3.737 -3.074 -3.466
H 1.925 -1.438 -2.913
H 3.085 -4.845 0.388

Entry 5:
72
Properties=species:S:1:pos:R:3 method="wB97M-V/def2-TZVPD" homo_lumo_gap_ev=8.231 smiles="C=Cc1ccc2c(c1Br)C(=O)c1c(ccc(C)c1P(O)(O)=S)C2=O.O=C1CCCO1.O=C1CCCO1.O=C1CCCO1"
C -3.728 3.293 5.756
C -3.543 3.996 4.636
C -2.985 3.328 3.420
C -3.920 2.871 2.493
C -3.533 2.263 1.316
C -2.183 2.076 1.065
C -1.225 2.493 1.989
C -1.627 3.125 3.163
Br -0.351 3.681 4.425
C 0.210 2.216 1.616
O 1.097 3.019 1.763
C 0.438 0.876 0.952
C -0.543 0.493 0.041
C -0.458 -0.693 -0.668
C 0.616 -1.528 -0.439
C 1.609 -1.191 0.477
C 2.729 -2.193 0.651
C 1.541 0.031 1.178
P 2.827 0.535 2.344
O 2.009 1.112 3.594
O 3.510 -0.769 2.992
S 4.150 1.734 1.622
C -1.707 1.400 -0.169
O -2.208 1.581 -1.260
H -3.016 2.502 5.971
H -4.561 3.463 6.429
H -3.766 5.058 4.569
H -4.969 3.010 2.721
H -4.267 1.917 0.599
H -1.233 -0.926 -1.384
H 0.672 -2.450 -1.000
H 3.696 -1.754 0.405
H 2.526 -3.060 0.028
H 2.752 -2.529 1.685
H 2.598 1.156 4.359
H 4.415 -0.825 2.654
O -0.248 -2.000 -3.463
C -0.617 -1.148 -4.222
C -1.891 -0.331 -4.162
C -1.971 0.261 -5.569
C -0.501 0.345 -5.957
O 0.129 -0.760 -5.279
H -1.775 0.438 -3.395
H -2.739 -0.966 -3.917
H -2.482 1.220 -5.622
H -2.488 -0.434 -6.233
H -0.031 1.269 -5.612
H -0.332 0.240 -7.026
O 1.964 -2.682 -10.624
C 2.155 -2.857 -9.457
C 3.349 -3.522 -8.796
C 2.839 -3.800 -7.383
C 1.823 -2.681 -7.192
O 1.289 -2.430 -8.506
H 4.182 -2.817 -8.804
H 3.627 -4.422 -9.337
H 3.614 -3.806 -6.620
H 2.334 -4.766 -7.359
H 2.280 -1.760 -6.824
H 1.009 -2.952 -6.527
O -1.991 0.854 5.517
C -1.240 0.564 6.402
C 0.065 -0.196 6.310
C 0.333 -0.578 7.765
C -0.356 0.556 8.516
O -1.464 0.938 7.683
H 0.819 0.483 5.910
H -0.040 -1.053 5.651
H 1.387 -0.678 8.016
H -0.158 -1.526 7.992
H 0.293 1.425 8.642
H -0.737 0.258 9.489

Entry 6:
85
Properties=species:S:1:pos:R:3 method="wB97M-V/def2-TZVPD" homo_lumo_gap_ev=8.024 smiles="Nc1cc2c(cc1CCC(F)(F)F)C(=O)C=CC2=O.CCOC(=O)C(F)(F)F.CCOC(=O)C(F)(F)F.CCOC(=O)C(F)(F)F.CCOC(=O)C(F)(F)F"
N -0.412 -0.722 -0.400
C -1.211 0.395 0.000
C -2.522 0.436 -0.403
C -3.309 1.493 -0.041
C -2.791 2.493 0.763
C -1.479 2.430 1.154
C -0.656 1.403 0.772
C 0.816 1.280 1.126
C 1.482 2.577 1.609
C 2.163 3.388 0.523
F 1.380 4.319 -0.031
F 2.736 2.655 -0.444
F 3.173 4.087 1.110
C -3.633 3.650 1.207
O -3.156 4.540 1.895
C -5.053 3.697 0.749
C -5.567 2.770 -0.049
C -4.737 1.610 -0.486
O -5.213 0.770 -1.234
H -0.178 -1.235 0.446
H -1.045 -1.324 -0.916
H -2.954 -0.354 -1.009
H -1.108 3.230 1.783
H 1.305 0.914 0.219
H 0.943 0.511 1.895
H 0.817 3.254 2.145
H 2.264 2.303 2.320
H -5.635 4.539 1.112
H -6.592 2.833 -0.394
C 5.653 2.287 0.306
C 5.434 0.793 0.383
O 6.582 0.119 0.933
C 6.697 0.157 2.253
O 5.939 0.689 3.009
C 7.937 -0.633 2.691
F 9.007 -0.326 1.949
F 7.726 -1.952 2.567
F 8.245 -0.391 3.962
H 6.562 2.513 -0.254
H 4.813 2.771 -0.181
H 5.773 2.722 1.298
H 5.296 0.386 -0.617
H 4.541 0.545 0.959
C -6.330 -2.153 2.982
C -5.804 -3.189 2.011
O -4.386 -3.030 1.800
C -3.596 -3.526 2.740
O -3.945 -4.090 3.733
C -2.130 -3.311 2.343
F -1.913 -2.058 1.911
F -1.768 -4.139 1.351
F -1.299 -3.531 3.356
H -6.075 -1.149 2.641
H -7.412 -2.233 3.073
H -5.890 -2.280 3.971
H -6.272 -3.055 1.038
H -6.027 -4.203 2.342
C 5.084 6.033 -2.985
C 5.568 4.993 -3.973
O 6.978 5.135 -4.234
C 7.790 4.628 -3.316
O 7.451 4.075 -2.312
C 9.251 4.813 -3.749
F 9.482 6.057 -4.187
F 9.559 3.970 -4.744
F 10.089 4.578 -2.744
H 5.336 7.035 -3.333
H 4.004 5.963 -2.859
H 5.555 5.901 -2.011
H 5.072 5.131 -4.932
H 5.347 3.981 -3.634
C -4.231 -6.547 -2.514
C -5.573 -7.162 -2.849
O -6.221 -7.673 -1.668
C -6.832 -6.777 -0.907
O -6.892 -5.601 -1.116
C -7.507 -7.474 0.282
F -6.687 -8.354 0.868
F -8.598 -8.140 -0.116
F -7.884 -6.595 1.209
H -3.605 -7.265 -1.983
H -3.718 -6.236 -3.424
H -4.345 -5.677 -1.868
H -5.437 -8.016 -3.509
H -6.225 -6.454 -3.360

| no. | energy (Ha) |
| --- | --- |
| 1 | -1765.8611 |
| 2 | -2136.3718 |
| 3 | -2709.5779 |
| 4 | -10724.9329 |
| 5 | -5189.1205 |
| 6 | -3428.3151 |